(1)
4 unconnected molecules or ions with the total composition C15H15ClN3. Source: the Open Molecules 2025 dataset; level of theory: ωB97M-V with the def2-TZVPD basis set.

Geometry (Å):
Cl 2.9769 -1.6645 1.9718
N -1.2148 1.4714 3.5596
C -0.2836 0.4537 3.7658
C -0.3083 -0.7896 3.1455
C -1.3033 -0.9153 2.1848
C -2.3179 0.0815 1.8546
C -2.1952 1.2753 2.6363
H 0.5581 0.5502 4.4356
H 0.4039 -1.5671 3.3795
H -1.2885 -1.8999 1.7412
H -3.0992 -0.0711 1.1247
H -2.9125 2.0695 2.4912
N 3.3014 1.4741 -0.9976
C 2.9766 1.9442 -2.2541
C 1.7752 2.6181 -2.5290
C 0.8149 2.6177 -1.5794
C 1.0845 1.9987 -0.3128
C 2.3083 1.5181 -0.0753
H 3.8601 1.8402 -2.8665
H 1.6387 3.1398 -3.4648
H -0.1137 3.1366 -1.7663
H 0.3211 1.8956 0.4441
H 2.6536 1.0414 0.8302
N 0.4432 -2.9433 -1.3739
C -0.6744 -3.4506 -2.0083
C -1.7394 -2.6161 -2.2968
C -1.7927 -1.3165 -1.8180
C -0.7700 -0.8226 -1.0305
C 0.3649 -1.6529 -0.9060
H -0.5854 -4.4609 -2.3794
H -2.5572 -2.9711 -2.9062
H -2.7061 -0.7839 -2.0380
H -0.8676 0.1662 -0.6072
H 1.2484 -1.3667 -0.3547

Calculated values
Net charge: -1
HOMO in eV: -4.14
Energy in eV: -32791.5675

natural (NBO) population analysis, charges in e, atoms 1 to 4: number 1, Cl, carries -0.976; number 2, N, carries -0.453; number 3, C, carries 0.042; number 4, C, carries -0.243

(2)
A gas-phase ion, C7H10N3S (charge +1). Source: the Open Molecules 2025 dataset; level of theory: ωB97M-V with the def2-TZVPD basis set.

Geometry (Å):
C 0.0578 2.9996 2.0312
C -0.4030 2.1702 1.0343
C 0.5488 1.0057 2.6334
C -0.4204 -2.5953 -1.4142
C -0.4772 -2.7003 -0.0474
C -0.3289 -0.4158 -0.8130
C 0.3608 -1.0222 -3.0752
N 0.6213 2.2427 2.9482
N -0.1510 0.8897 1.4826
N -0.2506 -1.2906 -1.8372
S -0.4733 -1.1076 0.6979
H 0.1579 4.0686 1.8860
H -1.0848 2.3028 0.2302
H -0.6182 -3.4060 -2.0445
H -0.9164 -3.5900 0.4460
H 1.1081 0.1649 3.1483
H 1.4383 -0.8161 -2.8592
H 0.2612 -1.9021 -3.8221
H -0.1217 -0.1689 -3.6234
H -0.3434 0.6262 -0.9137
H 1.0347 2.5445 3.9116

Calculated values
Net charge: +1
HOMO in eV: -12.66
Energy in eV: -22718.3979

natural (NBO) population analysis, charges in e, atoms 1 to 4: number 1, C, carries -0.077; number 2, C, carries -0.096; number 3, C, carries 0.182; number 4, C, carries -0.021

(3)
4 unconnected molecules or ions with the total composition C39H59B2NO13PS3. Source: the Open Molecules 2025 dataset; level of theory: ωB97M-V with the def2-TZVPD basis set.

Geometry (Å):
C 9.2272 -6.1799 0.7968
C 8.0682 -6.4802 1.7724
C 6.7987 -6.9502 1.0473
C 5.5568 -6.1615 1.4595
C 4.2940 -6.7197 0.7733
C 3.9749 -5.9590 -0.5094
C 2.4952 -5.9997 -0.8837
C 2.2050 -5.6806 -2.3673
N 1.8742 -4.2770 -2.6669
C 0.5400 -3.9113 -2.2152
C -0.5630 -4.6378 -3.0059
C -1.7205 -5.0576 -2.1035
C -2.4665 -3.8468 -1.5601
C -3.6926 -4.2732 -0.7430
C -4.0417 -3.2982 0.3790
C -4.8952 -4.0175 1.4335
C -5.7910 -3.0581 2.2601
C 2.8585 -3.3767 -2.3225
S 2.7151 -2.1217 -1.2901
S 4.3657 -3.6731 -3.2080
C 5.5810 -2.4843 -2.5602
C 6.1649 -2.8488 -1.2148
C 7.0874 -1.7494 -0.6754
B 6.2721 -0.4568 -0.0012
P 7.1176 -0.0040 1.6647
S 6.3348 1.5528 2.6188
B 6.5337 0.8803 -1.0255
C 5.3418 1.5986 -1.8069
O 7.8445 1.3434 -1.1863
H 9.2862 -5.1135 0.6117
H 10.1917 -6.4927 1.1849
H 9.0758 -6.6905 -0.1486
H 7.8827 -5.5907 2.3609
H 8.4217 -7.2483 2.4517
H 6.9206 -6.8207 -0.0235
H 6.6106 -7.9863 1.3125
H 5.6835 -5.1178 1.1929
H 5.4691 -6.2278 2.5420
H 3.4721 -6.7057 1.4849
H 4.5248 -7.7502 0.5181
H 4.2386 -4.9238 -0.3552
H 4.5425 -6.3711 -1.3347
H 1.8964 -5.3898 -0.2148
H 2.1590 -7.0264 -0.7294
H 3.0668 -5.9730 -2.9540
H 1.3977 -6.3263 -2.6897
H 0.3865 -2.8569 -2.3688
H 0.3984 -4.1008 -1.1509
H -0.1651 -5.4537 -3.5982
H -0.9652 -3.9292 -3.7264
H -1.3210 -5.6572 -1.2892
H -2.4193 -5.6356 -2.7046
H -2.7383 -3.1712 -2.3665
H -1.8016 -3.3257 -0.8728
H -4.5623 -4.3983 -1.3821
H -3.4364 -5.2156 -0.2652
H -3.1194 -2.9779 0.8538
H -4.5495 -2.4185 -0.0084
H -5.5440 -4.6969 0.8929
H -4.2412 -4.5740 2.0936
H -5.6307 -2.0328 1.9567
H -5.5482 -3.1628 3.3103
H -6.8313 -3.3247 2.1215
H 5.1704 -1.4821 -2.5927
H 6.3744 -2.5386 -3.2995
H 6.7195 -3.7821 -1.3491
H 5.4067 -3.0549 -0.4690
H 7.7505 -2.2271 0.0504
H 7.7126 -1.4190 -1.5092
H 5.0975 -0.6984 0.1471
H 8.4789 0.2876 1.4131
H 7.1492 -1.1095 2.5572
H 5.4313 1.4529 -2.8886
H 5.3080 2.6587 -1.5731
H 4.4013 1.1463 -1.5207
H 8.0186 1.6417 -2.0931
C -6.6222 0.8297 -1.5821
C -6.6172 2.0622 -1.0617
C -5.3420 2.8221 -0.8347
O -5.4204 3.9478 -0.3763
C -4.0842 2.1765 -1.1707
C -4.0861 0.9415 -1.6897
C -5.3626 0.1914 -1.9421
O -5.2881 -0.9200 -2.4312
O -2.9725 0.2972 -2.0140
O -7.7285 2.7043 -0.7110
H -7.5338 0.2744 -1.7518
H -3.1731 2.7300 -0.9847
H -3.2483 -0.5733 -2.3633
H -7.4368 3.5728 -0.3678
C -3.2587 6.6122 0.9828
C -3.2576 7.8447 1.5060
C -1.9828 8.6061 1.7345
O -2.0602 9.7303 2.1961
C -0.7240 7.9600 1.3954
C -0.7237 6.7247 0.8759
C -2.0005 5.9741 0.6236
O -1.9295 4.8630 0.1333
O 0.3911 6.0849 0.5506
O -4.3710 8.4811 1.8566
H -4.1684 6.0526 0.8103
H 0.1877 8.5101 1.5793
H 0.1204 5.2125 0.2004
H -4.1013 9.3550 2.2070
C -7.3549 10.6491 1.5233
C -8.6219 11.0256 1.3111
C -9.4232 11.7423 2.3598
O -10.5631 12.0687 2.0864
C -8.7961 12.0049 3.6471
C -7.5303 11.6255 3.8607
C -6.7234 10.9322 2.8019
O -5.5733 10.6332 3.0646
O -6.8999 11.8331 5.0115
O -9.2603 10.7976 0.1685
H -6.7677 10.1329 0.7765
H -9.3862 12.5069 4.4003
H -5.9998 11.4666 4.8996
H -10.1567 11.1724 0.2803

Calculated values
Net charge: -1
HOMO in eV: -3.88
Energy in eV: -112656.4639

Mulliken population analysis, charges in e, atoms 1 to 4: number 1, C, carries -1.132; number 2, C, carries -0.481; number 3, C, carries -0.577; number 4, C, carries -0.461

(4)
2 unconnected molecules or ions with the total composition C2H6N2. Source: the Open Molecules 2025 dataset; level of theory: ωB97M-V with the def2-TZVPD basis set.

Geometry (Å):
C -4.9675 -1.6386 -1.5389
N -4.7213 -0.5147 -2.1644
H -5.6618 -2.4749 -1.9027
H -4.3133 -1.6196 -0.6194
H -4.2097 0.0420 -1.4958
C 5.1193 1.4239 1.6037
N 4.3668 0.5847 1.0199
H 5.8404 1.9557 0.9298
H 4.8015 2.0165 2.4059
H 3.7458 0.2251 1.7619

Calculated values
Net charge: 0
Structure (SMILES): C=N.C=N
HOMO in eV: -10.14
Energy in eV: -5148.6641

natural (NBO) population analysis, charges in e, atoms 1 to 4: number 1, C, carries -0.090; number 2, N, carries -0.588; number 3, H, carries 0.194; number 4, H, carries 0.161